Computed, not measured: C23H20BrF6N3O6S2Sn as an isolated structure, with wB97M-V/def2-TZVPD.

Geometry (Å):
Sn -0.00334 -1.16145 -0.02568
Br -2.52006 0.30604 0.29956
C -3.55929 -0.96907 -0.67377
C -4.88073 -0.69154 -0.84595
C -5.69758 -1.62837 -1.51343
C -5.16072 -2.79792 -1.95962
C -3.78682 -3.09028 -1.77863
C -3.25364 -4.32250 -2.23006
C -1.93614 -4.61261 -2.05169
C -1.08460 -3.66668 -1.44012
C -1.53190 -2.44543 -0.99309
C -2.92622 -2.15885 -1.13608
H -5.30071 0.23020 -0.46917
H -6.74749 -1.41069 -1.65553
H -5.78249 -3.52924 -2.46163
H -3.91721 -5.02918 -2.71395
H -1.53320 -5.55886 -2.39007
H -0.03726 -3.92123 -1.34818
F 3.33845 -4.44746 -2.71898
C 3.22692 -4.39881 -1.39472
F 2.11246 -5.04250 -1.03752
F 4.26936 -5.01769 -0.84916
S 3.20123 -2.65436 -0.79427
O 2.95193 -2.76987 0.60387
O 4.38444 -2.06660 -1.31802
N 1.83004 -2.10610 -1.47386
S 1.72633 -0.98925 -2.56459
O 0.53141 -0.25053 -2.16826
O 2.89564 -0.27861 -2.94851
C 1.21666 -1.84874 -4.11862
F 1.10634 -0.94439 -5.08743
F 0.05455 -2.47296 -3.97647
F 2.15007 -2.73372 -4.45504
C 5.15348 3.46570 -2.75967
N 4.32042 3.14802 -1.62132
N 4.17371 1.80826 -1.25706
C 2.98297 1.64671 -0.58706
O 2.64188 0.59334 -0.02255
C 2.31437 2.91555 -0.67335
C 3.14080 3.76904 -1.32899
C 2.89782 5.18217 -1.73414
C 5.32681 0.98332 -1.09665
C 5.81673 0.74142 0.17782
C 6.93440 -0.06270 0.33503
C 7.56136 -0.60614 -0.77744
C 7.05920 -0.36471 -2.04761
C 5.92909 0.41999 -2.20993
H 6.17366 3.13668 -2.57699
H 5.15298 4.54580 -2.87756
H 4.78321 3.00058 -3.67813
H 1.35214 3.12731 -0.24093
H 1.93828 5.50777 -1.34054
H 2.87191 5.28361 -2.82042
H 3.67469 5.84370 -1.34907
H 5.30846 1.16543 1.03378
H 7.31416 -0.26575 1.32759
H 8.43472 -1.23281 -0.65180
H 7.52988 -0.81309 -2.91256
H 5.48729 0.56708 -3.18636
O 0.82399 1.56002 1.76740
H 0.99862 1.34879 2.68812
H 1.54904 1.14610 1.25247

Calculated values
HOMO-LUMO gap: 8.24 eV
highest occupied orbital energy: -8.3 eV
energy: -154779.43253 eV
relative energy (zero: lowest compared OMol25 entry of this formula, charge and spin): 21.38 kcal per mole

=====

Computed, not measured: C23H20CdN3O3Se as an isolated structure in a non-equilibrium geometry, with wB97M-V/def2-TZVPD.

Geometry (Å):
Cd -0.42390 -0.51717 0.61188
C 4.14191 0.96822 -0.18404
O 3.15903 2.00639 -0.12809
C 1.89535 1.59265 -0.29405
O 1.58712 0.46455 -0.63137
N 1.02564 2.62065 -0.11213
N -0.31729 2.27446 0.04676
H 5.10365 1.47161 -0.20557
H 4.00580 0.35848 -1.07409
H 4.06210 0.33920 0.70190
H 1.38734 3.42106 0.38495
H -0.92541 2.83646 -0.53722
H -0.58708 2.34145 1.02426
C -2.42766 -0.32802 0.06088
C -2.79242 0.07526 -1.06370
C -3.33214 0.47627 -2.26922
C -3.75152 -0.54553 -3.22247
C -3.19040 -1.83604 -3.19553
C -3.58766 -2.82017 -4.08470
C -4.57416 -2.56866 -5.03120
C -5.17404 -1.31454 -5.04712
C -4.77553 -0.32458 -4.16410
C -3.46486 1.90760 -2.51659
C -3.58322 2.80991 -1.43987
C -3.66663 4.17777 -1.64364
C -3.62144 4.70960 -2.92790
C -3.48443 3.83868 -4.00374
C -3.40984 2.46952 -3.80675
H -2.43555 -2.04944 -2.44858
H -3.12058 -3.79805 -4.03792
H -4.88836 -3.33895 -5.72498
H -5.97753 -1.10990 -5.74654
H -5.29039 0.62777 -4.16287
H -3.62268 2.39968 -0.43695
H -3.78400 4.83952 -0.79189
H -3.67808 5.77959 -3.08656
H -3.42924 4.23562 -5.01165
H -3.27373 1.81615 -4.65913
O -0.26503 -3.66111 0.41472
C 0.35320 -2.79926 0.03648
Se 1.07787 0.73718 2.73306
C 0.49335 0.30456 4.48470
C -0.00383 -0.95142 4.82970
C -0.41747 -1.18429 6.13033
N -0.37690 -0.27573 7.10549
C 0.11000 0.91953 6.77093
C 0.55636 1.25371 5.50390
H -0.07028 -1.73747 4.08940
H -0.80694 -2.15821 6.41037
H 0.13961 1.65531 7.56893
H 0.94751 2.24264 5.30354

Calculated values
HOMO-LUMO gap: 4.72 eV
net charge: -1
highest occupied orbital energy: -2.6 eV
energy: -104697.50726 eV
relative energy (zero: lowest compared OMol25 entry of this formula, charge and spin): 28.89 kcal per mole

=====

Computed, not measured: C23H20Cl50N5O2 as an isolated structure in a non-equilibrium geometry, with wB97M-V/def2-TZVPD.

Geometry (Å):
C 2.99536 0.10001 0.13852
C 1.47148 -0.31568 -0.19996
O 0.71940 -0.48130 0.77456
N 1.13119 -0.39894 -1.63024
C 1.32178 -1.71659 -2.24898
C 1.50096 -2.00086 -3.80261
O 1.39484 -2.71533 -1.48364
N -0.02810 0.24879 -1.99973
C 0.16205 1.52815 -2.80081
C 0.15400 2.75578 -1.77115
C -0.44571 4.11152 -2.39936
N -1.84707 4.30989 -1.92464
C -1.27041 -0.12192 -1.72486
N -1.52505 -1.35136 -0.98969
N -2.41975 0.64987 -2.20533
C -3.21687 1.26270 -1.13466
Cl -2.90939 1.16085 0.64222
C -4.35314 2.01585 -1.54801
C -5.37014 2.71755 -0.52972
Cl -4.69845 2.21023 -3.32726
H 2.99994 1.19125 0.49588
H 3.46462 -0.59460 0.90279
H 3.60706 -0.00189 -0.82540
H 1.97277 -3.04313 -3.89958
H 0.49008 -1.99716 -4.31809
H 2.25287 -1.26673 -4.23818
H -0.55913 1.61793 -3.67094
H 1.21388 1.47827 -3.26613
H -0.30776 2.48223 -0.74980
H 1.26173 2.98063 -1.53112
H 0.24885 4.99369 -2.12521
H -0.38700 3.98093 -3.54066
H -1.96327 3.83635 -1.02213
H -2.43869 3.85954 -2.64748
H -2.48188 -1.63940 -1.28302
H -1.59715 -1.20637 0.02911
H -3.00051 0.09545 -2.85510
H -5.86962 3.63241 -1.01329
H -4.86056 3.05950 0.42445
H -6.18867 1.95185 -0.29817
C 1.79100 0.58085 4.18922
Cl 2.31534 -1.10959 4.29996
Cl 1.60199 1.24794 5.82551
Cl 3.00983 1.52474 3.30505
Cl 0.23855 0.66180 3.32669
C -5.02302 -2.21828 0.89608
Cl -4.65723 -3.64773 -0.09294
Cl -3.63274 -1.85348 1.94114
Cl -5.35349 -0.83246 -0.17174
Cl -6.44755 -2.54207 1.90217
C 5.84101 -3.33500 5.15235
Cl 6.17501 -3.03142 6.86949
Cl 4.19401 -3.97610 4.97454
Cl 5.98656 -1.81492 4.24302
Cl 7.00630 -4.51559 4.52206
C -1.52270 -5.15158 -4.93664
Cl -3.03632 -5.43528 -5.81762
Cl -1.83555 -4.07242 -3.55754
Cl -0.87780 -6.69369 -4.34575
Cl -0.34173 -4.39897 -6.02803
C 2.93151 4.58416 -4.45501
Cl 1.47116 4.36932 -5.44489
Cl 2.54105 5.55014 -3.01607
Cl 3.54438 2.99185 -3.95178
Cl 4.17151 5.41966 -5.40914
C -5.75864 -2.17616 -6.13667
Cl -4.49364 -1.57945 -5.03504
Cl -5.51974 -1.47080 -7.74740
Cl -5.65622 -3.94413 -6.24196
Cl -7.35375 -1.70871 -5.51500
C 1.01588 -6.11150 0.21100
Cl 1.13404 -4.46040 0.87310
Cl -0.14294 -7.05535 1.17621
Cl 0.44727 -6.06874 -1.47519
Cl 2.61331 -6.88604 0.27300
C 0.40529 -4.84976 5.64079
Cl 0.60617 -5.78792 4.14736
Cl 1.38379 -5.57275 6.93470
Cl 0.93597 -3.17856 5.35984
Cl -1.30599 -4.85700 6.11793
C 7.62296 -7.33158 1.36543
Cl 7.89450 -7.90221 3.02491
Cl 8.20388 -5.66029 1.21051
Cl 8.50648 -8.37165 0.22953
Cl 5.88630 -7.39229 0.99479
C -1.65689 4.43852 4.46394
Cl -0.60284 3.29686 5.31784
Cl -3.05968 4.83530 5.48320
Cl -0.75417 5.92288 4.09806
Cl -2.21476 3.69405 2.94943
C 0.14897 8.66548 -2.23459
Cl 0.36119 7.72736 -3.72768
Cl 1.12778 7.94227 -0.93834
Cl 0.67219 10.33941 -2.50744
Cl -1.56219 8.64828 -1.76300
C 0.07956 5.03508 8.96605
Cl 0.82293 3.46239 9.32979
Cl -0.63904 5.70641 10.44475
Cl 1.31998 6.14811 8.35193
Cl -1.18360 4.82103 7.73553

Calculated values
HOMO-LUMO gap: 7.73 eV
net charge: +1
highest occupied orbital energy: -11.7 eV
energy: -661827.13716 eV

=====

Computed, not measured: one molecule with the formula C23H20ClN5O2 in a non-equilibrium geometry, with wB97M-V/def2-TZVPD.

Geometry (Å):
N 4.39224 -1.27102 -2.50676
C 3.48107 -1.07402 -1.83478
C 2.39659 -0.82435 -0.99128
N 1.21457 -0.26729 -1.41850
C 0.45986 -0.17356 -0.37506
C -0.88131 0.34813 -0.31836
C -1.48601 0.82212 -1.48172
C -2.77050 1.32476 -1.45484
C -3.47730 1.36559 -0.25432
O -4.74204 1.84114 -0.10526
C -5.40184 2.38236 -1.22594
C -5.78623 1.35976 -2.26836
C -5.85407 0.00941 -1.95179
C -6.20421 -0.92894 -2.90560
C -6.49924 -0.52683 -4.19658
C -6.44894 0.81502 -4.53099
C -6.09533 1.74602 -3.56911
Cl -6.04673 3.42273 -4.00899
C -2.87267 0.88861 0.91212
C -1.59302 0.38606 0.88286
O 1.07169 -0.63856 0.77010
C 2.29017 -1.05195 0.37437
N 3.10709 -1.62030 1.28726
C 4.50913 -1.85953 1.04351
C 5.35859 -0.58211 0.95725
C 5.15210 0.35471 2.15439
N 5.28133 -0.33517 3.40911
C 6.40690 -0.93633 3.89997
C 6.04019 -1.52230 5.07701
N 4.72287 -1.29690 5.31674
C 4.29967 -0.58985 4.30738
H -0.93017 0.78538 -2.40477
H -3.21515 1.67287 -2.37332
H -6.30989 2.84076 -0.81728
H -4.79821 3.17790 -1.68250
H -5.62675 -0.30084 -0.94307
H -6.24718 -1.97362 -2.63884
H -6.77170 -1.25371 -4.94605
H -6.68093 1.14351 -5.53186
H -3.43530 0.92647 1.83164
H -1.13452 0.01822 1.78802
H 2.80780 -1.54771 2.24793
H 4.86908 -2.49333 1.85643
H 4.61103 -2.40887 0.10404
H 6.40435 -0.88391 0.89591
H 5.11456 -0.03826 0.04428
H 4.15275 0.79756 2.11821
H 5.88458 1.16728 2.10523
H 7.34583 -0.89126 3.38834
H 6.63645 -2.08769 5.76398
H 3.29869 -0.21819 4.19985

Calculated values
HOMO-LUMO gap: 8.30 eV
SMILES: N#Cc1nc(-c2ccc(OCc3ccccc3Cl)cc2)oc1NCCCn1ccnc1
highest occupied orbital energy: -7.8 eV
energy: -48243.38236 eV
relative energy (zero: lowest compared OMol25 entry of this formula, charge and spin): 0.00 kcal per mole